The following is a DFT calculation (the ωB97M-V functional and the def2-TZVPD basis) of a cluster of 2 separate species, C7H8N4O in total in a non-equilibrium geometry.

Each atom is followed by the atoms it is bonded to, with distances in Å.
Geometry (Å):
1 C 2.669 0.455 1.604  C6 1.399, H15 1.039, N16 1.322
2 C 0.671 -0.529 -1.123  N11 1.362, O14 1.307, H18 1.125
3 H -0.030 -2.295 -1.803  O14 1.018
4 C -2.423 1.796 0.215  N12 1.351, H19 1.126, C20 1.366
5 N -1.095 0.146 -0.416  C17 1.346, C20 1.359
6 C 1.752 -0.464 1.082  C1 1.399, H10 1.040, N11 1.342
7 C 2.234 1.076 -0.386  H9 1.040, N11 1.374, N16 1.308
8 H -2.557 -1.316 0.176  C17 1.047
9 H 2.287 1.581 -1.294  C7 1.040
10 H 1.079 -1.150 1.480  C6 1.040
11 N 1.382 0.035 -0.107  C2 1.362, C6 1.342, C7 1.374
12 N -3.060 0.625 0.431  C4 1.351, C17 1.291
13 H -0.358 2.202 -0.472  C20 1.127
14 O 0.411 -1.806 -1.027  C2 1.307, H3 1.018
15 H 3.283 0.358 2.437  C1 1.039
16 N 3.007 1.299 0.645  C1 1.322, C7 1.308
17 C -2.280 -0.318 0.020  N5 1.346, H8 1.047, N12 1.291
18 H 0.526 0.152 -2.006  C2 1.125
19 H -2.924 2.706 0.652  C4 1.126
20 C -1.233 1.497 -0.383  C4 1.366, N5 1.359, H13 1.127

The largest force on an atom comes out at 5.518 eV/Å. As for the relative energy (zero: lowest compared OMol25 entry of this formula, charge and spin): 87.0 kcal per mole. As for the net charge: 0. Its molecular weight is 164.17 g mol⁻¹.